Formula: CH3NO2S
Source: the Open Molecules 2025 dataset
Level of theory: ωB97M-V/def2-TZVPD

Atoms and positions in Å:
C -0.8973 1.0947 -0.6990
N 1.1006 -1.0794 0.6483
O -0.9132 1.2016 -1.8373
O -1.2636 -0.2422 -0.0572
S -0.3338 -0.5583 1.2731
H -0.5484 1.7835 0.2074
H 1.6484 -0.2333 0.4214
H 1.2074 -1.9666 0.0435

* frontier orbital gap: 9.835 eV
* energy: -643.28002 a.u.
* E_LUMO: 0.65 eV
* strongest force on any atom: 5.7 eV/Å
* HOMO: -9.180 eV
* SMILES string: NSOC=O